Entry 1:
{"formula": "C10H21NO5S3", "method": "ωB97M-V/def2-TZVPD", "de_lowest_kcal_mol": 162.8, "homo_lumo_gap_ev": 1.46, "symbols": ["S", "S", "S", "O", "O", "O", "O", "O", "N", "C", "C", "C", "C", "C", "C", "C", "C", "C", "C", "H", "H", "H", "H", "H", "H", "H", "H", "H", "H", "H", "H", "H", "H", "H", "H", "H", "H", "H", "H", "H"], "coordinates": [[3.4906, 2.8905, -1.1859], [-2.7294, -2.8583, 0.5593], [-4.0028, 2.5665, -1.3817], [1.1325, 1.8107, 0.2550], [-1.3472, -2.3613, -2.7155], [0.5229, -3.2736, -1.5119], [5.6187, 4.8909, 1.1100], [0.7658, -0.4747, -0.6306], [-1.9761, -1.2827, 0.5008], [-3.1263, 1.0755, 0.9248], [-0.9319, -3.1688, -1.7005], [-2.0924, -3.9612, -0.8568], [-2.9026, -0.2238, -0.0632], [1.0567, -1.2200, 1.8707], [2.9656, 1.0625, -1.3634], [1.5694, 0.7889, -0.5296], [0.9281, -3.0464, -0.1166], [-4.3658, 2.0286, 0.4000], [1.3423, -1.5033, 0.2486], [3.8607, 0.4457, -0.8933], [5.2014, 5.1866, 1.9589], [0.1603, -3.4033, 0.6909], [4.9404, 4.5530, 0.4714], [-2.6238, 2.3361, -1.6035], [-2.4590, 0.1378, -1.1106], [-3.4557, 0.6743, 1.9928], [-2.9793, -4.3773, -1.4981], [2.8965, 0.7276, -2.4958], [2.0609, -1.3326, 2.5046], [-3.9616, -0.6760, -0.3152], [-5.3773, 1.4208, 0.3735], [-4.5125, 2.9910, 1.0553], [2.4051, 3.7375, -1.5123], [-2.1831, 1.7600, 1.0520], [0.2958, -1.9762, 2.3404], [2.5259, -1.4139, 0.1324], [-1.5709, -4.9060, -0.3497], [6.3305, 4.2204, 1.2707], [1.9080, -3.7065, 0.0535], [0.6197, -0.1392, 2.0688]], "atomic_forces_ev_per_a": [[-0.53, -0.12, -0.45], [1.03, 1.68, -0.08], [0.55, 0.01, 0.29], [2.73, -6.78, -5.25], [3.07, -5.33, 6.38], [-2.94, 0.57, 1.87], [0.20, -0.03, 0.48], [3.00, 2.90, 0.62], [-1.68, -0.60, -0.14], [-0.93, -0.12, 0.51], [-2.88, 4.21, -5.60], [2.11, -1.33, -0.24], [-0.04, -0.15, -1.00], [0.02, 0.12, 0.48], [-0.57, -1.23, -0.05], [-3.27, 3.72, 4.13], [0.74, -0.40, 0.94], [0.64, -0.68, 0.52], [1.66, -0.34, 1.72], [-1.92, 1.37, -0.84], [0.14, -0.22, -0.42], [1.00, 0.74, -1.88], [-0.30, -0.45, -0.20], [-1.60, 0.04, 0.87], [-0.92, -0.50, 2.13], [0.85, 0.76, -2.15], [2.00, 1.21, 0.66], [-0.07, 0.89, 2.42], [-1.95, 0.26, -1.53], [1.77, 0.96, 0.52], [2.12, 1.22, -0.06], [0.37, -1.92, -1.25], [0.87, -1.59, 0.35], [-1.63, -1.45, -0.32], [1.29, 1.46, -1.23], [-2.31, -0.33, 0.07], [-1.06, 1.94, -1.03], [-0.44, 0.26, -0.11], [-2.05, 1.50, -0.47], [0.92, -2.28, -0.71]]}

---

Entry 2:
{"formula": "C2O", "method": "ωB97M-V/def2-TZVPD", "de_lowest_kcal_mol": 38.0, "homo_lumo_gap_ev": 8.51, "symbols": ["O", "C", "C"], "coordinates": [[0.4292, 0.1579, 0.0382], [1.5505, 0.1843, -0.1062], [-1.8579, -0.3583, 0.0496]], "atomic_forces_ev_per_a": [[0.75, 0.04, -0.08], [-0.60, -0.01, 0.08], [-0.15, -0.03, 0.00]]}

---

Entry 3:
{"formula": "C38H42AsBClN9O2S2Sc", "method": "ωB97M-V/def2-TZVPD", "de_lowest_kcal_mol": 46.2, "homo_lumo_gap_ev": 4.59, "total_charge": -1, "symbols": ["As", "Sc", "Cl", "S", "S", "O", "O", "N", "N", "N", "N", "N", "N", "N", "N", "N", "C", "C", "C", "C", "C", "C", "C", "C", "C", "C", "C", "C", "C", "C", "C", "C", "C", "C", "C", "C", "C", "C", "C", "C", "C", "C", "C", "C", "C", "C", "C", "C", "C", "C", "C", "C", "C", "C", "B", "H", "H", "H", "H", "H", "H", "H", "H", "H", "H", "H", "H", "H", "H", "H", "H", "H", "H", "H", "H", "H", "H", "H", "H", "H", "H", "H", "H", "H", "H", "H", "H", "H", "H", "H", "H", "H", "H", "H", "H", "H", "H"], "coordinates": [[-3.3943, -1.9884, -1.5626], [-0.0786, 0.4478, -0.2254], [-4.1903, -4.3906, 6.5056], [0.3337, -3.2098, -0.7369], [-2.6400, -0.8086, 0.0046], [-0.8320, -3.0870, -1.5929], [1.5243, -3.7462, -1.3440], [-0.8758, 2.3427, -2.8137], [1.3579, 0.5235, -2.0241], [-1.3360, 1.7412, -1.6909], [1.5358, 1.5481, -2.8875], [-1.0783, -6.3648, 4.0571], [-0.1087, 2.0322, 1.1643], [0.5957, -1.7037, -0.1823], [1.7951, -0.2270, 0.9783], [2.3510, -2.5210, 1.2176], [-2.2082, 1.6805, 2.3413], [2.4243, -0.2803, -2.1689], [2.6823, 1.3951, -3.5461], [-2.8011, -1.7129, -3.3725], [-2.3781, 2.0817, 4.7064], [-1.0710, 2.5546, 4.7002], [1.0145, 5.5386, 0.7096], [-3.0735, 2.5880, -2.8421], [-1.5661, -4.6059, 2.4956], [0.3869, -5.9809, 2.1580], [-1.8934, 2.8431, -3.5154], [-0.0999, -4.1937, 0.6439], [3.4608, -0.8487, 2.5207], [-0.7470, -5.6530, 2.9109], [-2.9399, 1.6440, 3.5186], [1.9180, 2.9782, 0.2194], [-2.6655, 1.9014, -1.7053], [0.2380, 4.4581, 1.0755], [-1.2899, -1.8868, 3.9139], [-0.3328, 2.5719, 3.5322], [-3.5534, -2.7436, 4.4040], [3.2489, -2.1642, 2.1176], [2.6878, 4.0706, -0.1532], [-3.0895, -3.4300, 5.5221], [2.2501, 5.3594, 0.0939], [-1.7472, -3.3130, 5.8793], [1.6122, -1.5341, 0.7080], [-1.2297, -3.8624, 1.3839], [2.6911, 0.1106, 1.8911], [0.7138, -5.2473, 1.0331], [0.6745, 3.1421, 0.8421], [-3.4816, -3.8775, -1.2143], [-2.6960, -1.9961, 3.6294], [3.2977, 0.2316, -3.1168], [-0.8869, 2.1192, 2.3298], [-0.8828, -2.5659, 5.1173], [-5.2640, -1.5031, -1.6887], [-0.3861, -1.2670, 3.0859], [0.5941, 2.7782, -3.0403], [1.0226, -6.7984, 2.4761], [-5.7895, -2.1800, -2.3623], [2.9755, 2.1180, -4.2872], [-3.5189, -2.2175, -4.0206], [-2.4956, -4.3185, -1.3204], [-0.3027, -6.8148, 4.5164], [-1.8297, -3.0021, 1.1165], [2.4888, -1.2087, -1.6305], [-5.7004, -1.5494, -0.6927], [0.6793, 3.1562, -4.1844], [-0.7269, 4.6139, 1.5401], [-3.9505, 1.2568, 3.5049], [0.1599, -2.5081, 5.4103], [-3.2701, 1.5107, -0.9076], [1.6052, -5.4619, 0.4629], [2.8514, 6.2119, -0.1927], [2.7822, 1.1682, 2.1083], [-1.6577, -5.8449, 4.7021], [-0.6756, -0.9175, 2.0984], [0.6978, 2.9054, 3.5452], [-5.3322, -0.4812, -2.0603], [-4.0725, 2.8671, -3.1215], [-2.9437, 2.0420, 5.6269], [-3.8420, -4.0121, -0.1942], [-0.6117, 2.8872, 5.6235], [-2.4256, -4.3237, 3.0916], [-2.8096, -0.6403, -3.5697], [0.6467, 6.5402, 0.8976], [4.1911, -0.5863, 3.2701], [-4.6038, -2.8027, 4.1418], [-1.3870, -3.8168, 6.7704], [-3.0900, -1.4811, 2.7631], [-1.8027, -2.1134, -3.4988], [-1.7021, 3.3719, -4.4320], [-2.6678, 1.3520, 1.4159], [3.6398, 3.9022, -0.6416], [0.6552, -1.1784, 3.3643], [2.2914, 1.9819, 0.0195], [3.8352, -2.9726, 2.5416], [0.8828, 3.6331, -2.2484], [-4.1882, -4.3101, -1.9228], [4.2209, -0.1965, -3.4615]], "atomic_forces_ev_per_a": [[-0.14, -0.16, -0.21], [-0.13, 0.20, -0.05], [-0.01, 0.00, 0.02], [0.11, 0.09, 0.00], [0.25, 0.13, 0.31], [0.24, 0.17, -0.15], [-0.07, 0.00, -0.02], [0.00, -0.04, -0.05], [0.06, 0.09, 0.20], [-0.03, 0.09, -0.20], [-0.04, 0.06, -0.03], [-0.01, -0.08, -0.04], [-0.14, -0.18, -0.46], [0.20, -0.28, 0.21], [-0.24, 0.02, -0.18], [0.00, -0.07, 0.04], [-0.05, 0.00, -0.04], [-0.06, -0.10, -0.07], [-0.01, -0.01, -0.03], [0.02, 0.16, 0.08], [-0.02, -0.01, -0.03], [0.01, 0.01, 0.02], [0.00, 0.03, 0.00], [0.03, -0.02, 0.03], [-0.01, -0.10, -0.10], [-0.03, 0.03, 0.02], [-0.01, 0.03, -0.02], [0.00, -0.02, -0.07], [-0.04, -0.01, -0.06], [0.10, -0.08, 0.03], [0.02, -0.01, 0.05], [0.01, 0.01, 0.02], [-0.04, 0.02, 0.12], [-0.02, -0.02, -0.02], [0.08, -0.09, -0.05], [-0.02, -0.03, 0.02], [-0.09, 0.17, 0.09], [0.04, 0.11, 0.05], [0.01, 0.02, 0.00], [-0.10, -0.10, -0.05], [0.02, 0.00, -0.01], [0.08, 0.02, 0.05], [0.10, -0.03, -0.01], [0.01, -0.09, 0.07], [0.00, -0.03, 0.13], [-0.04, 0.00, 0.00], [0.02, -0.03, -0.02], [-0.16, -0.11, 0.07], [-0.14, 0.19, 0.12], [-0.04, -0.03, 0.03], [0.05, -0.07, 0.10], [0.00, 0.03, 0.06], [0.02, 0.04, 0.03], [0.06, 0.06, -0.09], [0.04, -0.05, 0.00], [0.03, -0.03, 0.01], [0.01, 0.00, -0.01], [0.00, 0.03, -0.03], [0.06, 0.01, -0.03], [-0.16, 0.05, 0.00], [-0.01, 0.03, 0.00], [0.02, -0.02, 0.02], [0.02, -0.01, 0.02], [0.00, -0.01, -0.01], [0.03, 0.03, -0.02], [-0.01, -0.01, 0.02], [-0.03, 0.00, 0.00], [0.03, -0.01, 0.00], [0.02, -0.02, 0.00], [0.05, -0.01, -0.02], [0.01, 0.02, -0.01], [0.00, 0.02, 0.02], [-0.01, 0.04, 0.02], [-0.14, 0.11, 0.17], [0.01, 0.02, -0.02], [0.00, -0.01, 0.01], [-0.06, 0.01, -0.02], [-0.01, -0.01, 0.03], [-0.03, 0.00, -0.04], [-0.01, 0.00, 0.01], [0.12, -0.14, -0.07], [-0.01, -0.01, 0.00], [0.00, 0.02, 0.01], [0.01, -0.02, 0.01], [-0.03, -0.01, -0.01], [0.01, 0.00, -0.01], [-0.02, 0.04, -0.06], [0.06, -0.05, 0.03], [0.02, 0.02, -0.04], [0.03, 0.05, 0.04], [0.02, 0.00, -0.01], [0.06, -0.02, 0.01], [0.02, -0.01, 0.00], [0.03, -0.01, 0.03], [-0.02, 0.03, 0.04], [-0.04, -0.02, 0.01], [0.03, -0.02, -0.01]]}